16
Properties=species:S:1:pos:R:3:forces:R:3:lowdin_charge:R:1 method="wB97M-V/def2-TZVPD" lumo_energy_ev=1.11 relative_energy_ev=0.014 total_energy_ha=-554.484190 smiles=CP1NC1(C)C
C 0.566097 1.708530 -1.688700 -0.10 0.24 0.30 -0.3240
P 0.097109 1.875212 0.098805 -0.30 0.01 -0.38 0.9074
N 1.176783 0.668853 0.725814 1.18 -0.54 3.69 -0.2217
C -0.172081 0.131400 0.607804 -0.36 0.03 -0.13 -0.7879
C -0.940072 -0.061436 1.901160 0.06 0.29 -0.18 -0.1097
C -0.345488 -1.023995 -0.347124 0.04 0.21 0.05 -0.0803
H 1.368598 0.982044 -1.790569 -0.04 -0.03 -0.05 0.0269
H 0.914073 2.678237 -2.041333 0.02 0.04 -0.08 0.0132
H -0.299577 1.417866 -2.282371 -0.01 -0.04 -0.06 0.0288
H 1.409228 0.756568 1.814225 -0.46 0.13 -3.12 0.1158
H -0.862323 0.827101 2.530675 -0.05 -0.02 0.05 0.0616
H -0.544325 -0.914217 2.453913 0.06 -0.11 0.05 0.0785
H -1.993946 -0.245549 1.694805 -0.04 -0.01 0.05 0.0764
H -0.013145 -1.937912 0.146329 0.02 -0.13 0.00 0.0802
H 0.238701 -0.897008 -1.251122 0.04 -0.01 -0.11 0.0564
H -1.395899 -1.139205 -0.610621 -0.06 -0.05 -0.06 0.0785

---

16
Properties=species:S:1:pos:R:3:forces:R:3:lowdin_charge:R:1 method="wB97M-V/def2-TZVPD" lumo_energy_ev=1.12 relative_energy_ev=2.676 total_energy_ha=-554.386373 smiles=CC(C)N1CP1
C 0.793186 1.358933 0.452360 -0.26 2.09 1.88 -0.1623
C 0.700162 -0.124660 0.236675 -1.29 -2.65 -0.16 -0.4508
C 1.572258 -0.563653 -0.896475 -0.38 3.26 -2.96 -0.1202
N -0.825382 -0.732515 -0.220665 3.75 1.07 0.91 -0.3280
C -1.864875 -0.795550 0.766729 2.65 2.93 3.09 -0.4652
P -2.116919 0.385624 -0.511269 0.70 2.83 -0.16 0.8336
H -0.108394 1.462956 1.114601 0.63 1.01 -0.45 0.0399
H 1.708570 1.631113 1.199639 -1.96 -0.64 -2.11 0.1248
H 0.708043 2.155973 -0.451574 0.31 -2.37 1.98 0.1251
H 0.923412 -0.705387 1.195865 -0.46 0.96 -1.10 0.1424
H 0.894930 -0.196790 -1.804811 1.62 -0.93 1.34 0.1137
H 1.837428 -1.579812 -1.092529 -0.02 -0.66 0.41 0.0517
H 2.479168 0.144981 -0.975937 -1.08 -1.36 0.27 0.0956
H -2.425806 -1.587497 0.610479 -2.52 -4.10 0.20 -0.0050
H -1.642951 -0.466157 1.869968 -0.61 -0.51 -2.20 0.1194
H -2.632828 -0.387557 -1.493050 -1.10 -0.94 -0.92 -0.1146